A 2-piece molecular cluster, C2H5N6O overall, computed with the ωB97M-V functional and the def2-TZVPD basis.

The total energy comes out at -482.62034 Eh. The LUMO energy is -0.174 Eh. Its HOMO energy is -0.5708 Ha. As for the orbital gap: 10.797 eV. The charge is +1.

Structure (XYZ):
```
14
Properties=species:S:1:pos:R:3:forces:R:3
C 1.1522 -0.9608 -0.2646 3.5 0.1 -1.3
C -0.8167 0.0925 0.0954 -4.2 0.7 -1.3
N -1.2909 -0.1811 -1.1926 0.3 1.0 1.1
N -1.5380 -0.5556 0.9892 1.9 -1.0 0.9
N -2.1634 -1.0681 -1.0483 0.0 -2.9 -0.4
N -2.2122 -1.4317 0.2766 0.7 2.4 -0.9
N 1.0189 -2.1188 -0.2525 -1.7 0.6 0.0
N -0.2454 1.3878 0.3407 1.6 -1.7 -1.2
O 1.6662 0.1086 -0.4935 -0.7 0.0 0.3
H -2.4263 -2.3614 0.6326 -0.7 0.3 -0.2
H 1.3844 -2.9917 -0.0421 0.5 -1.6 0.5
H 0.7825 1.2529 -0.2139 -1.5 0.2 1.3
H -0.1713 1.3228 1.3375 0.5 1.3 1.0
H -0.8548 2.1051 -0.0153 -0.2 0.6 0.1
```
Positions in Å, forces in eV/Å.

=====

A 2-piece molecular cluster, CClNO4 overall, computed with the ωB97M-V functional and the def2-TZVPD basis.

The total energy comes out at -853.73104 Eh. The LUMO energy (spin up / spin down) is -0.093 / -0.094 Eh. Its HOMO energy (spin up / spin down) is -0.3696 / -0.3678 Ha. As for the orbital gap (spin up / spin down): 7.523 / 7.443 eV. The charge is 0.

Structure (XYZ):
```
7
Properties=species:S:1:pos:R:3:forces:R:3
C -0.5146 -0.4029 -0.3724 -1.2 -3.4 2.7
N 0.0982 0.9096 -0.1689 1.5 0.8 -2.8
O -1.2965 -0.9701 -1.0109 1.7 1.4 0.5
O 0.9933 1.2078 -0.9743 -1.4 -0.7 1.7
O -0.4279 1.5412 0.6794 -0.1 0.6 0.8
O -0.0683 -1.2417 1.5335 -0.1 1.1 -3.1
Cl 0.8556 -2.5976 1.2188 -0.3 0.2 0.1
```
Positions in Å, forces in eV/Å.

=====

A 2-piece molecular cluster, C5H4F4N3 overall, computed with the ωB97M-V functional and the def2-TZVPD basis.

The total energy comes out at -756.23368 Eh. The LUMO energy (spin up / spin down) is -0.257 / -0.257 Eh. Its HOMO energy (spin up / spin down) is -0.4967 / -0.4967 Ha. As for the orbital gap (spin up / spin down): 6.524 / 6.523 eV. The charge is +1.

Structure (XYZ):
```
16
Properties=species:S:1:pos:R:3:forces:R:3
C 2.5558 -0.3931 -0.4313 -0.5 -1.8 -0.3
C 1.1762 -0.7464 -0.4960 2.5 1.8 1.1
C 1.9942 1.5481 0.4478 0.7 0.8 2.0
C -2.5982 -0.7683 0.4800 2.6 -0.7 1.3
C -2.2407 0.3669 -0.4424 2.0 1.2 -2.2
N 2.9275 0.7418 0.0228 1.5 0.8 -0.4
N 0.7359 1.1952 0.6235 -0.4 1.5 0.0
N 0.3349 0.0852 0.1150 -1.2 -1.9 -1.7
F -2.2244 -0.4060 1.6894 -0.2 0.4 0.8
F -1.7773 -1.7687 0.0671 -0.2 -0.1 -0.3
F -2.3075 0.0667 -1.6841 0.0 0.6 1.0
F -1.9084 1.5700 -0.1995 -1.3 -1.6 0.2
H 3.3902 -1.0619 -0.6374 -0.5 -0.3 -0.5
H 1.0422 -1.6806 -0.9525 -1.6 -1.1 -0.4
H 2.4577 2.4336 0.9093 -1.3 0.2 -0.3
H -3.5581 -1.1825 0.4881 -2.0 0.1 -0.4
```
Positions in Å, forces in eV/Å.

=====

Look up the charge of the third one. +1

=====

charge of number 3 (C5H4F4N3)? +1